# C9H16NS5Ti

C9H16NS5Ti as an isolated structure (ωB97M-V/def2-TZVPD, OMol25).

```
! wB97M-V def2-TZVPD RIJCOSX def2/J DEFGRID3
* xyz 1 1
Ti 0.10606 -0.73160 -0.73744
C 2.18536 1.48761 0.60922
C 2.37128 1.98490 -0.81019
S 1.03571 1.45577 -1.92417
C -0.22107 2.75616 -1.68491
C -1.10475 2.50826 -0.46964
S -1.80501 0.86082 -0.72507
C -2.36178 0.32965 0.92820
C -2.83361 -1.10861 0.77036
S -1.80341 -2.01763 -0.43825
C 0.71329 -3.35648 1.38686
C 0.37648 -2.74683 2.51395
S 1.86538 -0.30843 0.67829
H 1.37425 2.00641 1.11307
H 3.09349 1.65943 1.18665
H 3.27770 1.57750 -1.25470
H 2.41902 3.07374 -0.85753
H -0.81199 2.74737 -2.60076
H 0.29198 3.71465 -1.62662
H -1.91561 3.23448 -0.41757
H -0.53720 2.53324 0.45821
H -3.14357 1.00218 1.27748
H -1.50577 0.37944 1.60285
H -3.85930 -1.14939 0.41104
H -2.78095 -1.61808 1.73106
H 1.67594 -3.19398 0.91167
H 0.07863 -4.11121 0.94195
H 1.02230 -2.01771 2.98526
H -0.54819 -2.97900 3.02998
S 1.64670 -3.67350 -3.85978
C 1.07397 -2.58079 -2.92759
N 0.62468 -1.71839 -2.20185
*
```

## Properties
- HOMO-LUMO gap (eV) = 7.3
- highest occupied orbital energy (eV) = -11.932
- E_tot (eV) = -88369.19453
- LUMO level (Eh) = -0.17174

***

# C9H16O

One molecule with the formula C9H16O at a distorted geometry (ωB97M-V/def2-TZVPD, OMol25).

```
! wB97M-V def2-TZVPD RIJCOSX def2/J DEFGRID3
* xyz 0 3
C 1.49709 1.34849 0.50125
C 0.93491 0.87693 -0.86714
C 1.96884 0.16518 1.43968
C 0.08359 -0.33116 -0.67425
C 0.80788 -0.75210 1.70729
C -1.23568 -0.16856 -0.46300
C 0.67671 -1.73075 -0.91844
C -1.92163 1.13321 -0.27807
C -2.15868 -1.34675 -0.29202
O 0.07675 -0.19394 2.54556
H 2.21427 2.09820 0.18954
H 0.63145 1.92077 0.79700
H 0.47723 1.68699 -1.28432
H 1.62605 0.53000 -1.58007
H 2.83982 -0.39636 0.93834
H 2.31337 0.82974 2.29901
H 0.60987 -2.47175 -0.15574
H 1.66080 -1.74708 -1.16236
H 0.20009 -2.28735 -1.61504
H -1.36795 1.96146 -0.48738
H -2.25087 1.31989 0.84823
H -2.85431 1.22543 -0.94877
H -1.66745 -2.02093 0.56991
H -2.09873 -1.92832 -1.23413
H -3.05272 -0.89788 0.11635
H 0.21319 0.80173 2.92375
*
```

## Properties
- HOMO-LUMO gap (spin up / spin down) (eV) = 6.5 / 7.5
- highest occupied orbital energy (spin up / spin down) (eV) = -5.743 / -8.197
- E_tot (eV) = -11632.39646
- ΔE to the lowest compared entry with this formula, charge and spin (eV) = 0.000
- LUMO level (spin up / spin down) (Eh) = 0.02696 / -0.02690